Record 1
The following is a quantum chemistry calculation of a structure of composition C8H13ClNO5RuSSeSi, from OMol25.

Its largest force on an atom is 0.8 eV Å⁻¹. The calculation puts the HOMO energy (alpha / beta) at -8.489 / -8.654 eV. The total energy is -4387.467460 a.u. As for the expectation value of S²: 8.771. The spin multiplicity is 6. As for the relative energy (zero: lowest compared OMol25 entry of this formula, charge and spin): 0.083 eV.

The geometry in XYZ format:
```
32
C8H13ClNO5RuSSeSi (ωB97M-V/def2-TZVPD)
Ru 0.066 -0.100 -0.426
O -0.774 -3.273 1.563
Cl -0.020 -2.081 1.723
O 0.636 -2.001 2.978
O 0.968 -1.952 0.617
O -0.894 -0.894 1.524
O -0.908 1.857 -0.141
N -0.204 2.958 -0.333
C -0.896 4.121 -0.330
C -0.268 5.321 -0.499
C 1.116 5.337 -0.682
C 1.802 4.149 -0.690
C 1.138 2.926 -0.516
S 1.987 1.428 -0.506
H -1.957 3.998 -0.178
H -0.854 6.228 -0.488
H 1.643 6.272 -0.816
H 2.872 4.113 -0.829
C -0.154 -0.794 -5.748
Si -1.496 -1.334 -4.600
C -3.089 -0.447 -4.880
C -1.688 -3.168 -4.517
Se -0.784 -0.695 -2.484
H -0.399 -1.064 -6.780
H 0.789 -1.273 -5.480
H -0.017 0.287 -5.695
H -3.483 -0.704 -5.868
H -2.944 0.633 -4.834
H -3.827 -0.730 -4.129
H -2.013 -3.561 -5.485
H -2.426 -3.443 -3.763
H -0.739 -3.637 -4.254
```

So, what does the Löwdin scheme give us? The charges, in e, come out as: number 1, Ru, carries 0.872; number 2, O, carries -0.281; number 3, Cl, carries 0.689; number 4, O, carries -0.276; number 5, O, carries -0.473; number 6, O, carries -0.451; number 7, O, carries -0.277; number 8, N, carries -0.211; number 9, C, carries -0.011; number 10, C, carries -0.049; number 11, C, carries -0.060; number 12, C, carries -0.088; number 13, C, carries -0.656; number 14, S, carries 0.623; number 15, H, carries 0.140; number 16, H, carries 0.111; number 17, H, carries 0.113; number 18, H, carries 0.108; number 19, C, carries -0.229; number 20, Si, carries 0.151; number 21, C, carries -0.227; number 22, C, carries -0.227; number 23, Se, carries 0.375; number 24, H, carries 0.039; number 25, H, carries 0.036; number 26, H, carries 0.034; number 27, H, carries 0.040; number 28, H, carries 0.035; number 29, H, carries 0.037; number 30, H, carries 0.039; number 31, H, carries 0.037; number 32, H, carries 0.037

Record 2
The following is a quantum chemistry calculation of a cluster of 2 separate species, C8H13F2NO3 in total, from OMol25.

Its largest force on an atom is 3.3 eV Å⁻¹. The calculation puts the HOMO energy (alpha / beta) at -7.539 / -7.624 eV. The total energy is -792.731793 a.u. The spin multiplicity is 1. As for the relative energy (zero: lowest compared OMol25 entry of this formula, charge and spin): 1.495 eV.

The geometry in XYZ format:
```
27
C8H13F2NO3 (ωB97M-V/def2-TZVPD)
C 0.582 0.836 -0.102
C -0.081 1.752 0.782
C 2.876 -1.365 -0.800
C -2.419 -0.084 -0.140
C -0.434 2.275 3.055
C 2.133 -0.272 -1.567
C -0.776 -2.010 -0.479
C -1.240 -0.644 -0.874
N 1.658 0.723 -0.660
O -0.894 2.570 0.400
O -1.197 -0.459 -2.242
O 0.228 1.501 2.064
F -1.832 -2.861 -0.279
F -0.118 -2.003 0.709
H 3.701 -0.936 -0.240
H 2.205 -1.856 -0.100
H 3.265 -2.101 -1.498
H -3.352 -0.497 -0.533
H -2.347 -0.336 0.914
H -2.458 1.003 -0.239
H -1.073 1.616 3.644
H -1.034 3.054 2.581
H 0.328 2.721 3.695
H 1.309 -0.707 -2.143
H 2.822 0.235 -2.249
H -0.123 -2.468 -1.235
H -1.728 0.315 -2.464
```

So, what does the Löwdin scheme give us? The charges, in e, come out as: number 1, C, carries 0.028; number 2, C, carries -0.506; number 3, C, carries -0.078; number 4, C, carries -0.033; number 5, C, carries -0.038; number 6, C, carries -0.261; number 7, C, carries -0.358; number 8, C, carries -0.287; number 9, N, carries 0.091; number 10, O, carries 0.086; number 11, O, carries 0.031; number 12, O, carries -0.022; number 13, F, carries 0.055; number 14, F, carries 0.054; number 15, H, carries 0.074; number 16, H, carries 0.057; number 17, H, carries 0.074; number 18, H, carries 0.097; number 19, H, carries 0.098; number 20, H, carries 0.075; number 21, H, carries 0.095; number 22, H, carries 0.089; number 23, H, carries 0.095; number 24, H, carries 0.096; number 25, H, carries 0.114; number 26, H, carries 0.157; number 27, H, carries 0.118

Record 3
The following is a quantum chemistry calculation of a structure of composition C8H13FIN3O7P2, from OMol25.

Its largest force on an atom is 4.0 eV Å⁻¹. The calculation puts the HOMO energy at -9.181 eV. The total energy is -2083.918766 a.u. The spin multiplicity is 1. As for the relative energy (zero: lowest compared OMol25 entry of this formula, charge and spin): 0.000 eV.

The geometry in XYZ format:
```
35
C8H13FIN3O7P2 (ωB97M-V/def2-TZVPD)
O 1.238 -1.286 -1.101
C 1.183 -1.208 0.057
F 2.194 -1.776 0.804
C 0.085 -0.473 0.852
O -0.863 0.159 -0.012
P -2.290 0.446 0.756
O -2.183 0.377 2.228
O -2.862 1.998 0.396
I -4.420 2.257 1.705
O -3.390 -0.666 0.163
P -2.750 -2.240 0.306
O -2.990 -3.122 -1.091
O -3.421 -3.028 1.614
H -0.407 -1.224 1.520
H 0.570 0.287 1.517
H -2.373 -2.805 -1.772
H -2.933 -3.872 1.674
C 3.718 -4.394 -0.756
C 4.047 -5.826 -0.916
N 4.301 -6.932 -1.040
H 3.287 -4.221 0.229
H 4.620 -3.792 -0.859
H 2.999 -4.091 -1.516
C 1.963 3.532 0.983
C 0.800 3.153 1.812
N -0.105 2.859 2.443
H 2.888 3.343 1.527
H 1.966 2.948 0.063
H 1.908 4.590 0.731
C -1.326 3.837 -2.369
C -0.744 4.820 -1.432
N -0.294 5.577 -0.705
H -0.531 3.327 -2.912
H -1.909 3.101 -1.816
H -1.975 4.344 -3.081
```

So, what does the Löwdin scheme give us? The charges, in e, come out as: number 1, O, carries 0.187; number 2, C, carries -0.420; number 3, F, carries 0.071; number 4, C, carries -0.172; number 5, O, carries -0.213; number 6, P, carries 0.306; number 7, O, carries -0.363; number 8, O, carries -0.792; number 9, I, carries 1.006; number 10, O, carries -0.409; number 11, P, carries 0.841; number 12, O, carries -0.243; number 13, O, carries -0.228; number 14, H, carries 0.108; number 15, H, carries 0.131; number 16, H, carries 0.060; number 17, H, carries 0.064; number 18, C, carries -0.073; number 19, C, carries -0.281; number 20, N, carries 0.119; number 21, H, carries 0.069; number 22, H, carries 0.082; number 23, H, carries 0.077; number 24, C, carries -0.070; number 25, C, carries -0.271; number 26, N, carries 0.160; number 27, H, carries 0.078; number 28, H, carries 0.074; number 29, H, carries 0.065; number 30, C, carries -0.054; number 31, C, carries -0.264; number 32, N, carries 0.137; number 33, H, carries 0.081; number 34, H, carries 0.056; number 35, H, carries 0.082

Record 4
The following is a quantum chemistry calculation of a structure of composition C8H13FInNO3S, from OMol25.

Its total charge is +2. Its largest force on an atom is 3.4 eV Å⁻¹. The calculation puts the HOMO energy at -16.001 eV. The total energy is -1280.372870 a.u. The spin multiplicity is 1.

The geometry in XYZ format:
```
28
C8H13FInNO3S (ωB97M-V/def2-TZVPD)
O -3.776 -0.583 -0.277
C -2.947 -0.639 0.579
O -3.288 -0.368 1.781
C -1.472 -0.980 0.158
F -1.599 -1.952 -0.805
C -0.649 -1.440 1.362
C 0.830 -0.807 1.261
C 1.434 -0.380 2.623
O 0.927 0.563 1.552
N -0.970 0.234 -0.494
C -0.152 0.018 -1.681
C 0.674 1.357 -1.898
C 2.170 1.086 -2.289
S 3.165 2.490 -1.711
H -1.009 -1.069 2.325
H -0.451 -2.521 1.338
H 1.520 -1.243 0.519
H 0.688 -0.073 3.356
H 2.511 -0.263 2.724
H -1.795 0.744 -0.835
H -0.734 -0.263 -2.575
H 0.597 -0.741 -1.416
H 0.689 1.849 -0.915
H 0.213 2.021 -2.641
H 2.335 1.030 -3.374
H 2.569 0.201 -1.762
H 2.548 2.981 -0.597
In -4.029 -1.253 3.692
```

So, what does the Löwdin scheme give us? The charges, in e, come out as: number 1, O, carries 0.262; number 2, C, carries -0.552; number 3, O, carries -0.253; number 4, C, carries -0.392; number 5, F, carries 0.100; number 6, C, carries 0.024; number 7, C, carries -0.250; number 8, C, carries 0.059; number 9, O, carries -0.065; number 10, N, carries 0.159; number 11, C, carries -0.112; number 12, C, carries -0.172; number 13, C, carries -0.447; number 14, S, carries 1.054; number 15, H, carries 0.103; number 16, H, carries 0.153; number 17, H, carries 0.155; number 18, H, carries 0.127; number 19, H, carries 0.124; number 20, H, carries 0.164; number 21, H, carries 0.175; number 22, H, carries 0.118; number 23, H, carries 0.085; number 24, H, carries 0.131; number 25, H, carries 0.103; number 26, H, carries 0.093; number 27, H, carries -0.051; number 28, In, carries 1.106

Record 5
The following is a quantum chemistry calculation of the ion C8H13I2N4 with charge +1, from OMol25.

Its total charge is +1. Its largest force on an atom is 6.4 eV Å⁻¹. Its SMILES is CCC1=C(I)N=C(C)C[N@H+]1/N=C(/N)I. The calculation puts the HOMO energy (alpha / beta) at -10.893 / -11.802 eV. The total energy is -1126.579727 a.u. The spin multiplicity is 1. As for the relative energy (zero: lowest compared OMol25 entry of this formula, charge and spin): 2.659 eV.

The geometry in XYZ format:
```
27
C8H13I2N4 (ωB97M-V/def2-TZVPD)
C -0.748 -1.007 0.011
C -2.270 0.089 0.202
C -1.050 1.846 -0.733
C 2.326 0.316 0.684
C -0.120 0.906 -1.474
C -0.788 3.285 -0.704
C -0.923 -3.453 0.297
C -0.432 -2.123 0.947
N -1.972 1.294 -0.021
N 1.092 0.569 0.490
N 3.102 0.959 1.570
N 0.332 -0.130 -0.510
I -4.128 -0.749 0.132
I 3.502 -1.074 -0.593
H -0.740 0.399 -2.198
H 0.659 1.541 -2.109
H -1.127 3.879 0.178
H -1.355 3.719 -1.532
H 0.152 3.681 -0.967
H -1.973 -3.565 0.266
H -0.666 -4.234 1.143
H -0.450 -3.555 -0.603
H 0.676 -2.284 1.180
H -1.032 -2.123 1.883
H 2.937 1.918 1.990
H 4.097 0.637 1.523
H 0.900 -0.744 -1.054
```

So, what does the Löwdin scheme give us? The charges, in e, come out as: number 1, C, carries -0.055; number 2, C, carries -0.712; number 3, C, carries -0.302; number 4, C, carries -0.745; number 5, C, carries -0.055; number 6, C, carries -0.024; number 7, C, carries -0.091; number 8, C, carries -0.243; number 9, N, carries 0.042; number 10, N, carries 0.076; number 11, N, carries 0.058; number 12, N, carries -0.141; number 13, I, carries 0.976; number 14, I, carries 0.866; number 15, H, carries 0.133; number 16, H, carries 0.192; number 17, H, carries 0.115; number 18, H, carries 0.102; number 19, H, carries 0.065; number 20, H, carries 0.041; number 21, H, carries 0.128; number 22, H, carries 0.036; number 23, H, carries 0.120; number 24, H, carries 0.123; number 25, H, carries 0.159; number 26, H, carries 0.081; number 27, H, carries 0.054

Record 6
The following is a quantum chemistry calculation of an isolated molecule of C8H13N, from OMol25.

Its largest force on an atom is 4.1 eV Å⁻¹. Its SMILES is C=CN=C=C(C)C(C)C. The calculation puts the HOMO energy at -8.622 eV. The total energy is -367.230848 a.u. The spin multiplicity is 1. As for the relative energy (zero: lowest compared OMol25 entry of this formula, charge and spin): 3.981 eV.

The geometry in XYZ format:
```
22
C8H13N (ωB97M-V/def2-TZVPD)
C 0.981 -0.738 0.515
C 3.725 0.619 -0.986
C 2.505 0.156 -0.772
C -2.275 -0.835 0.911
C -1.451 -0.750 -1.569
C -0.182 1.132 1.604
C -1.393 -0.173 -0.119
C -0.016 0.123 0.455
N 2.225 -0.720 0.250
H 3.941 1.286 -1.766
H 4.683 0.341 -0.368
H 1.807 0.146 -1.602
H -3.259 -0.989 0.478
H -1.828 -1.633 1.432
H -2.414 -0.147 1.715
H -1.161 -1.767 -1.369
H -0.779 -0.237 -2.243
H -2.474 -0.915 -1.934
H 0.614 1.823 1.713
H -0.475 0.646 2.566
H -1.007 1.803 1.335
H -1.767 0.829 -0.245
```

So, what does the Löwdin scheme give us? The charges, in e, come out as: number 1, C, carries -0.014; number 2, C, carries 0.018; number 3, C, carries -0.286; number 4, C, carries -0.062; number 5, C, carries -0.046; number 6, C, carries -0.040; number 7, C, carries -0.410; number 8, C, carries -0.240; number 9, N, carries 0.051; number 10, H, carries 0.023; number 11, H, carries 0.102; number 12, H, carries 0.107; number 13, H, carries 0.088; number 14, H, carries 0.075; number 15, H, carries 0.059; number 16, H, carries 0.067; number 17, H, carries 0.070; number 18, H, carries 0.079; number 19, H, carries 0.065; number 20, H, carries 0.100; number 21, H, carries 0.081; number 22, H, carries 0.112